Formula: C5H13N3
Source: OMol25
Level of theory: ωB97M-V with the def2-TZVPD basis set

Molecular weight   115.180 g/mol
2S+1   1
ΔE to the lowest compared entry with this formula, charge and spin   242.7 kJ/mol
Kohn-Sham gap   9.56 eV
SMILES   [H]/N=C/[C@](C)(N)CNC
Total energy   -362.4898 a.u.

Last column: natural (NBO) charge in e.
Atoms and positions in Å:
N 2.9070 -0.3776 -0.0198  -0.653
N -0.4658 -1.4642 0.9154  -0.861
N -1.6014 0.6378 -0.4556  -0.687
C 1.8027 -0.9782 -0.1026  0.154
C -2.2248 0.8425 -1.7462  -0.420
C 0.8455 0.4740 1.8330  -0.624
C 0.4715 -0.4356 0.6774  0.021
C 0.1402 0.2286 -0.6120  -0.216
H 1.6246 1.1700 1.5370  0.234
H -1.3953 -1.0860 0.6408  0.414
H -1.7252 1.5952 -2.3797  0.162
H -2.2241 -0.1025 -2.2996  0.186
H 1.6261 -1.9832 -0.4983  0.167
H -1.6142 1.5070 0.0713  0.344
H -0.4256 -1.8254 1.8606  0.367
H -0.0314 1.0291 2.1610  0.210
H 0.7076 1.1293 -0.8441  0.223
H -0.0816 -0.4496 -1.4293  0.217
H 3.7014 -0.9292 -0.3404  0.349
H 1.2346 -0.1263 2.6601  0.213
H -3.2721 1.1444 -1.6291  0.200